(1)
{"formula": "C5H7N", "method": "ωB97M-V/def2-TZVPD", "homo_lumo_gap_ev": 9.692, "total_charge": 0, "homo_energy_ev": -8.717, "smiles": "C1=CCN=CC1", "lumo_ev": 0.98, "elements": ["C", "C", "C", "N", "C", "C", "H", "H", "H", "H", "H", "H", "H"], "positions_angstrom": [[-0.95632, -0.70314, 0.10642], [0.28150, -1.18820, 0.34657], [1.44713, -0.24972, 0.46933], [1.17612, 0.42626, -0.81437], [-0.00649, 0.90437, -0.91452], [-1.14340, 0.79359, 0.06911], [-1.83580, -1.29246, -0.09593], [0.55322, -2.23031, 0.28244], [1.45990, 0.41624, 1.36962], [2.42438, -0.74765, 0.40110], [-0.27943, 1.43153, -1.81272], [-1.04862, 1.35201, 1.02732], [-2.07219, 1.08747, -0.43439]]}



(2)
{"formula": "C2H7N4O4", "method": "ωB97M-V/def2-TZVPD", "homo_lumo_gap_ev": 11.182, "total_charge": 1, "homo_energy_ev": -14.693, "smiles": "NOC(=O)O/C(N)=[NH+]\\NO", "lumo_ev": -3.51, "elements": ["N", "O", "C", "O", "O", "C", "N", "N", "N", "O", "H", "H", "H", "H", "H", "H", "H"], "positions_angstrom": [[2.75469, -0.24125, 1.02336], [1.43768, 0.17469, 0.67878], [1.20721, 0.25148, -0.62403], [1.92870, -0.04733, -1.50218], [-0.02515, 0.86262, -0.90396], [-1.13929, 0.82938, -0.20689], [-1.96707, 1.82933, -0.44412], [-1.45455, -0.17386, 0.60496], [-0.83362, -1.42847, 0.61185], [-0.45090, -1.78123, -0.70695], [2.98668, -1.07444, 0.47814], [3.40250, 0.49736, 0.74495], [-2.87807, 1.90885, -0.01750], [-1.69541, 2.53359, -1.11844], [-2.33639, -0.14732, 1.10957], [0.01215, -1.40702, 1.19532], [-0.94915, -2.58637, -0.92286]]}



(3)
{"formula": "C4H10O2", "method": "ωB97M-V/def2-TZVPD", "homo_lumo_gap_ev": 10.642, "total_charge": 0, "homo_energy_ev": -9.879, "smiles": "CC=O.CCO", "lumo_ev": 0.76, "elements": ["C", "C", "O", "H", "H", "H", "H", "C", "C", "O", "H", "H", "H", "H", "H", "H"], "positions_angstrom": [[-1.58626, 0.42280, -1.30940], [-2.90553, 0.46762, -1.98610], [-3.29693, -0.38330, -2.81185], [-1.15142, -0.54296, -1.70029], [-1.71128, 0.44389, -0.15529], [-0.95936, 1.30168, -1.53180], [-3.56924, 1.38736, -1.81039], [2.01233, 0.17115, 1.92243], [1.99091, -0.66574, 0.67749], [0.49802, -1.10746, 0.52117], [1.74768, 1.19592, 1.67976], [1.17185, -0.29076, 2.47867], [2.91996, 0.06741, 2.52081], [2.43950, -1.70337, 0.67185], [2.57226, -0.18654, -0.15612], [-0.17248, -0.57770, 0.98905]]}



(4)
{"formula": "C20H29GeN3O9P2W", "method": "ωB97M-V/def2-TZVPD", "homo_lumo_gap_ev": 5.700, "total_charge": 2, "homo_energy_ev": -13.526, "lumo_ev": -7.83, "elements": ["W", "O", "C", "C", "C", "C", "C", "C", "C", "O", "N", "N", "C", "C", "C", "C", "C", "C", "C", "O", "H", "H", "H", "H", "H", "H", "H", "H", "H", "H", "N", "C", "C", "P", "O", "O", "O", "P", "O", "O", "O", "H", "H", "H", "H", "H", "H", "H", "H", "C", "Ge", "C", "C", "C", "H", "H", "H", "H", "H", "H", "H", "H", "H", "H", "H"], "positions_angstrom": [[0.04125, -0.40093, -0.42437], [-0.96444, 0.17534, 3.80516], [0.29833, 0.21364, 4.28283], [0.43042, 0.25624, 5.66915], [1.67495, 0.32503, 6.25277], [2.83613, 0.35426, 5.47222], [2.72328, 0.30611, 4.10906], [1.45773, 0.22733, 3.48376], [1.44281, 0.15400, 2.04653], [0.25286, -0.16501, 1.42838], [2.45567, 0.32825, 1.27289], [2.11553, 0.13496, -0.04979], [3.01464, 0.41211, -0.92466], [2.86568, 0.25940, -2.35330], [3.94721, 0.55761, -3.18331], [3.84901, 0.38831, -4.55602], [2.67272, -0.08495, -5.11485], [1.57458, -0.38767, -4.31318], [1.68848, -0.20436, -2.95365], [0.60814, -0.47858, -2.15147], [-0.97075, 0.18369, 2.83897], [-0.47179, 0.24092, 6.26483], [1.75120, 0.35842, 7.33134], [3.80859, 0.40852, 5.93911], [3.60432, 0.31706, 3.48311], [3.96684, 0.76994, -0.54469], [4.86796, 0.92236, -2.74630], [4.69371, 0.62217, -5.18815], [2.60091, -0.22282, -6.18508], [0.65266, -0.76407, -4.73553], [-3.37274, 3.04754, -1.78791], [-2.28211, 2.75191, -0.77078], [-2.23522, 3.89611, 0.24201], [-2.83528, 1.15258, 0.01037], [-2.39674, 1.23988, 1.53565], [-4.26981, 1.02592, -0.26409], [-1.92202, -0.01008, -0.50719], [-0.64410, 2.58931, -1.60609], [-1.12629, 1.67671, -2.85689], [-0.00342, 3.82109, -2.04307], [0.06034, 1.68020, -0.58497], [-4.23917, 2.57939, -1.46009], [-3.12746, 2.65499, -2.70160], [-3.52777, 4.05221, -1.88947], [-3.17285, 3.97992, 0.79517], [-2.03180, 4.83844, -0.26890], [-1.42792, 3.72760, 0.95248], [-3.09511, 1.51170, 2.14970], [-0.68289, 1.95241, -3.67313], [-1.99479, -2.83006, -1.96357], [-1.10994, -3.12366, -0.24534], [-2.13635, -2.69243, 1.35263], [-0.47999, -4.96886, -0.13985], [0.82463, -2.20690, -0.14921], [-3.03380, -3.13724, -1.83250], [-1.53866, -3.48157, -2.70872], [-2.00313, -1.80968, -2.33986], [-2.99659, -3.36495, 1.35442], [-2.51209, -1.67423, 1.40650], [-1.54554, -2.90702, 2.24356], [-1.38243, -5.56223, -0.30407], [-0.07649, -5.20344, 0.84226], [0.24619, -5.21742, -0.90989], [1.38587, -2.67362, -0.95850], [1.19682, -2.52181, 0.82520]]}



(5)
{"formula": "CH2BrNO", "method": "ωB97M-V/def2-TZVPD", "homo_lumo_gap_ev": [9.272, 9.271], "total_charge": 0, "homo_energy_ev": [-9.420, -9.419], "lumo_ev": [-0.15, -0.15], "elements": ["C", "N", "O", "Br", "H", "H"], "positions_angstrom": [[-0.26119, -0.93031, -0.05454], [0.12013, 0.94846, 0.59872], [-0.55972, -1.76352, 0.70894], [0.22999, -0.95143, -1.82623], [-0.62529, 1.57094, 0.26604], [1.09608, 1.12586, 0.30707]]}



(6)
{"formula": "C6H9N", "method": "ωB97M-V/def2-TZVPD", "homo_lumo_gap_ev": 8.254, "total_charge": 0, "homo_energy_ev": -7.592, "lumo_ev": 0.66, "elements": ["C", "C", "C", "C", "C", "C", "N", "H", "H", "H", "H", "H", "H", "H", "H", "H"], "positions_angstrom": [[0.24201, -2.16783, 0.98354], [-0.20542, -0.84151, 0.45428], [-0.86102, 0.19127, 1.13492], [-1.25565, 1.23352, 0.27614], [0.60954, 1.95698, -0.81600], [-0.52162, 0.88694, -0.98138], [-0.03048, -0.49586, -0.82393], [1.27470, -2.38817, 0.69150], [0.17202, -2.17813, 2.07374], [-0.39989, -2.96698, 0.59357], [-1.02782, 0.16456, 2.20719], [1.56686, 1.55531, -1.14801], [0.71421, 2.28417, 0.22439], [0.34522, 2.84874, -1.38534], [-1.01492, 0.99578, -1.95293], [0.39225, -1.07881, -1.53171]]}



(7)
{"formula": "C26H35F3N9O3RbS2", "method": "ωB97M-V/def2-TZVPD", "homo_lumo_gap_ev": 4.459, "total_charge": -2, "homo_energy_ev": -0.860, "lumo_ev": 3.60, "elements": ["Rb", "C", "C", "N", "C", "C", "C", "C", "C", "C", "C", "N", "C", "C", "N", "N", "H", "H", "H", "H", "H", "H", "H", "H", "H", "H", "H", "H", "H", "H", "H", "H", "H", "H", "F", "C", "F", "F", "C", "C", "O", "H", "H", "H", "O", "S", "O", "N", "C", "S", "C", "C", "C", "C", "C", "C", "H", "H", "H", "H", "C", "C", "C", "C", "N", "C", "N", "N", "N", "H", "H", "H", "H", "H", "H", "H", "H", "H", "H"], "positions_angstrom": [[1.09456, -0.03360, 1.59067], [-1.47976, -1.92133, -0.72052], [-1.82466, -2.60295, 0.61128], [-1.26232, -1.99279, 1.78596], [-0.83480, -2.85168, 2.84476], [0.38189, -3.65909, 2.46138], [0.43984, -5.03223, 2.67507], [1.57700, -5.70576, 2.28947], [2.59820, -5.00798, 1.64572], [2.45315, -3.63739, 1.49287], [3.47442, -2.85501, 0.71918], [2.92245, -2.01982, -0.31769], [2.21333, -2.72968, -1.39985], [0.69455, -2.98179, -1.20008], [-0.05692, -1.75680, -1.00845], [1.38255, -2.99967, 1.92329], [-1.94110, -0.91210, -0.74339], [-1.98045, -2.56997, -1.48065], [-1.50313, -3.67438, 0.61124], [-2.89112, -2.59949, 0.64642], [-1.66117, -1.05953, 1.95400], [-1.60897, -3.54410, 3.20969], [-0.54572, -2.24517, 3.71663], [-0.34726, -5.63778, 3.14481], [1.70091, -6.82030, 2.52110], [3.49738, -5.51633, 1.27379], [4.19251, -3.57728, 0.33142], [3.99329, -2.16313, 1.38610], [3.57670, -1.36465, -0.70155], [2.72699, -3.65977, -1.60265], [2.34537, -2.10401, -2.25682], [0.56329, -3.68058, -0.34335], [0.46674, -3.57005, -2.06593], [0.01159, -1.20278, -1.86963], [2.88792, -1.72547, 5.70177], [1.54837, -1.66516, 5.24686], [0.92279, -1.08490, 6.28991], [1.64627, -0.44811, 4.33229], [-1.42399, 3.16170, -1.48889], [-1.27949, 2.14943, -0.38175], [-0.24471, 1.99747, 0.31869], [-2.33935, 3.75517, -1.36534], [-1.51426, 2.63767, -2.46630], [-0.55814, 3.81625, -1.49625], [6.71115, 2.73227, -5.78538], [6.62562, 2.41326, -4.36701], [7.88889, 2.27584, -3.64627], [5.67281, 1.10638, -4.13065], [4.54798, 1.39520, -3.48566], [3.35113, 0.31553, -3.04893], [4.47961, 2.87000, -3.10920], [3.48005, 3.55774, -2.46498], [3.55563, 4.92830, -2.31810], [4.67303, 5.65246, -2.79020], [5.66927, 4.95430, -3.45204], [5.57417, 3.57912, -3.55111], [2.61753, 2.99380, -2.10747], [2.76977, 5.43853, -1.81817], [4.68161, 6.71165, -2.71804], [6.48922, 5.49830, -3.88586], [-6.42108, 1.59234, 2.22644], [-6.51513, 2.28214, 0.88429], [-5.83187, 3.64053, 0.87150], [-5.98271, 1.35504, -0.26760], [-4.57453, 0.98523, -0.20086], [-3.91171, 0.33714, 0.80870], [-2.65132, 0.60186, 0.87469], [-2.45985, 1.54000, -0.18192], [-3.72140, 2.00761, -0.74209], [-7.08080, 2.06835, 2.96012], [-5.39537, 1.54121, 2.56980], [-6.73044, 0.55747, 2.04961], [-7.59638, 2.38905, 0.61080], [-4.77011, 3.50387, 0.97565], [-6.21544, 4.29001, 1.66640], [-5.92041, 4.08664, -0.14337], [-6.04276, 1.84992, -1.24778], [-6.59257, 0.43935, -0.29005], [-4.38836, -0.39549, 1.43949]]}